DFT (wB97M-V/def2-TZVPD) results for a 18-piece molecular cluster, C71H173N5O31 overall.

Summary:
gap between HOMO and LUMO: 0.280 Ha
highest occupied orbital energy: -7.55 eV
LUMO: 0.1 eV
total charge: 0

Element x y z (Å)
C (8.203, 2.295, 5.112)
C (6.711, 2.145, 5.467)
C (6.056, 3.595, 5.162)
C (4.502, 3.631, 5.008)
C (4.228, 2.587, 3.966)
C (4.690, 1.127, 4.306)
N (6.100, 1.151, 4.479)
O (6.689, -0.062, 4.653)
C (3.812, 0.658, 5.485)
C (4.392, 0.301, 2.999)
C (6.414, 1.816, 6.980)
H (8.395, 2.513, 4.062)
H (8.726, 1.349, 5.254)
H (8.650, 3.071, 5.733)
H (6.238, 4.301, 5.973)
H (6.386, 4.004, 4.206)
H (4.083, 4.604, 4.750)
H (4.059, 3.347, 5.963)
H (4.843, 2.812, 3.095)
H (3.173, 2.606, 3.694)
H (4.215, -0.342, 5.648)
H (3.857, 1.271, 6.386)
H (2.765, 0.583, 5.192)
H (4.253, -0.757, 3.222)
H (3.545, 0.702, 2.441)
H (5.167, 0.220, 2.238)
H (5.443, 2.273, 7.169)
H (7.151, 2.329, 7.599)
H (6.525, 0.799, 7.358)
H (7.153, -0.134, 3.816)
C (-1.714, 4.480, 4.641)
C (-1.722, 3.379, 5.728)
C (-3.246, 3.014, 6.078)
C (-3.904, 2.213, 4.958)
C (-3.040, 0.985, 4.623)
C (-1.527, 1.252, 4.336)
N (-0.995, 2.129, 5.399)
O (0.346, 2.437, 5.262)
C (-0.797, -0.117, 4.377)
C (-1.438, 1.742, 2.891)
C (-1.162, 3.940, 7.020)
H (-1.997, 5.453, 5.041)
H (-2.567, 4.389, 3.968)
H (-0.831, 4.663, 4.028)
H (-3.173, 2.328, 6.922)
H (-3.820, 3.924, 6.253)
H (-3.932, 2.698, 3.983)
H (-4.925, 1.918, 5.199)
H (-3.478, 0.672, 3.675)
H (-3.027, 0.216, 5.396)
H (0.202, -0.233, 3.957)
H (-0.719, -0.483, 5.400)
H (-1.401, -0.815, 3.798)
H (-1.848, 0.988, 2.219)
H (-1.783, 2.754, 2.678)
H (-0.376, 1.686, 2.656)
H (-1.803, 4.676, 7.507)
H (-0.143, 4.274, 6.827)
H (-1.077, 3.170, 7.787)
H (0.680, 2.002, 6.050)
C (0.683, -1.037, -8.342)
C (0.085, -0.905, -6.930)
C (-0.360, -2.360, -6.555)
C (0.780, -3.173, -5.945)
C (1.588, -2.527, -4.857)
C (2.116, -1.187, -5.336)
N (1.111, -0.380, -6.002)
O (1.509, 0.878, -6.396)
C (2.479, -0.478, -3.951)
C (3.429, -1.401, -6.153)
C (-1.196, 0.051, -6.938)
H (1.013, -0.093, -8.777)
H (0.015, -1.494, -9.073)
H (1.576, -1.660, -8.302)
H (-1.232, -2.276, -5.908)
H (-0.735, -2.812, -7.473)
H (1.427, -3.476, -6.768)
H (0.385, -4.056, -5.443)
H (2.463, -3.148, -4.662)
H (0.983, -2.526, -3.950)
H (3.160, -1.088, -3.358)
H (2.996, 0.467, -4.115)
H (1.667, -0.186, -3.284)
H (4.303, -1.784, -5.626)
H (3.217, -1.901, -7.098)
H (3.828, -0.453, -6.515)
H (-2.095, -0.506, -7.202)
H (-1.025, 0.800, -7.712)
H (-1.219, 0.481, -5.937)
H (1.304, 1.345, -5.582)
C (5.854, -0.842, -3.233)
C (6.981, 0.071, -2.681)
C (7.599, 0.959, -3.790)
C (6.822, 2.189, -4.200)
C (6.705, 3.015, -2.948)
C (5.958, 2.381, -1.740)
N (6.505, 0.956, -1.598)
O (6.223, 0.408, -0.382)
C (6.383, 3.287, -0.512)
C (4.385, 2.292, -2.018)
C (8.071, -0.912, -2.314)
H (5.108, -0.892, -2.441)
H (6.164, -1.811, -3.627)
H (5.264, -0.267, -3.946)
H (8.636, 1.138, -3.509)
H (7.673, 0.330, -4.678)
H (5.838, 1.814, -4.484)
H (7.336, 2.715, -5.004)
H (6.121, 3.826, -3.383)
H (7.736, 3.300, -2.739)
H (5.991, 3.032, 0.472)
H (7.460, 3.378, -0.372)
H (6.085, 4.328, -0.634)
H (4.259, 1.878, -3.018)
H (3.859, 1.729, -1.246)
H (4.094, 3.341, -1.966)
H (8.529, -1.388, -3.181)
H (7.657, -1.680, -1.662)
H (8.775, -0.295, -1.755)
H (7.078, 0.318, 0.045)
C (-3.453, 5.462, -0.802)
C (-2.686, 6.332, 0.148)
C (-1.448, 6.898, -0.732)
C (-1.795, 7.920, -1.811)
C (-2.627, 9.037, -1.102)
C (-3.886, 8.608, -0.270)
N (-3.463, 7.494, 0.665)
O (-4.403, 7.261, 1.701)
C (-4.241, 9.780, 0.630)
C (-5.039, 8.230, -1.180)
C (-2.154, 5.563, 1.330)
H (-4.531, 5.483, -0.643)
H (-3.050, 4.459, -0.657)
H (-3.252, 5.677, -1.851)
H (-0.738, 7.353, -0.040)
H (-0.895, 6.145, -1.294)
H (-2.353, 7.382, -2.578)
H (-0.903, 8.403, -2.209)
H (-3.023, 9.795, -1.778)
H (-1.936, 9.596, -0.471)
H (-4.213, 10.746, 0.126)
H (-5.244, 9.606, 1.020)
H (-3.600, 9.996, 1.485)
H (-5.396, 9.067, -1.780)
H (-4.733, 7.379, -1.788)
H (-5.879, 7.912, -0.562)
H (-2.989, 5.262, 1.963)
H (-1.576, 6.226, 1.973)
H (-1.435, 4.766, 1.142)
H (-5.080, 6.736, 1.267)
C (-3.630, -7.529, -3.406)
C (-2.665, -7.351, -2.152)
O (-3.029, -8.276, -1.062)
O (-4.942, -7.675, -2.875)
H (-3.353, -8.390, -4.014)
H (-3.509, -6.687, -4.087)
H (-2.986, -6.361, -1.828)
H (-1.600, -7.404, -2.377)
H (-2.617, -7.977, -0.248)
H (-4.819, -7.906, -1.952)
C (3.761, -2.402, -0.077)
C (5.056, -3.205, -0.370)
O (5.000, -4.510, 0.167)
O (3.440, -2.502, 1.255)
H (3.079, -2.894, -0.772)
H (3.803, -1.362, -0.398)
H (5.956, -2.716, 0.002)
H (5.208, -3.148, -1.448)
H (4.658, -4.543, 1.063)
H (2.791, -1.812, 1.411)
C (-2.529, -2.096, 1.636)
C (-3.423, -3.268, 1.061)
O (-2.863, -3.847, -0.076)
O (-1.347, -2.739, 2.130)
H (-3.070, -1.547, 2.407)
H (-2.385, -1.339, 0.865)
H (-4.283, -2.688, 0.727)
H (-3.694, -3.965, 1.854)
H (-1.966, -3.505, -0.075)
H (-1.554, -3.189, 2.952)
C (-3.687, -0.935, -2.791)
C (-3.894, -1.323, -4.263)
O (-4.976, -2.259, -4.161)
O (-4.800, -0.644, -2.026)
H (-3.077, -0.038, -2.683)
H (-3.121, -1.670, -2.218)
H (-3.037, -1.799, -4.739)
H (-4.278, -0.498, -4.863)
H (-5.021, -2.806, -4.949)
H (-4.431, -0.273, -1.221)
C (-2.614, -6.795, 2.153)
C (-4.124, -6.767, 1.944)
O (-4.707, -8.082, 1.753)
O (-2.006, -7.628, 1.196)
H (-2.397, -7.249, 3.120)
H (-2.153, -5.809, 2.095)
H (-4.432, -6.096, 1.142)
H (-4.635, -6.316, 2.795)
H (-3.911, -8.567, 1.522)
H (-1.061, -7.563, 1.351)
C (0.878, -6.569, -1.093)
C (1.234, -5.284, -0.409)
O (0.142, -4.785, 0.318)
O (0.468, -7.722, -0.268)
H (1.746, -6.835, -1.697)
H (0.105, -6.398, -1.842)
H (1.435, -4.494, -1.132)
H (2.091, -5.537, 0.216)
H (0.279, -4.732, 1.266)
H (0.379, -8.384, -0.957)
C (-4.428, 2.108, 0.289)
C (-5.579, 1.162, 0.616)
O (-5.026, -0.141, 0.751)
O (-4.044, 1.913, -1.078)
H (-3.512, 1.960, 0.860)
H (-4.811, 3.120, 0.420)
H (-6.439, 1.225, -0.050)
H (-5.905, 1.275, 1.651)
H (-5.669, -0.650, 1.249)
H (-4.836, 2.112, -1.582)
C (-2.935, 2.501, -4.602)
C (-4.037, 2.462, -5.718)
O (-4.532, 3.821, -5.974)
O (-1.801, 3.140, -5.199)
H (-2.607, 1.531, -4.229)
H (-3.439, 2.991, -3.769)
H (-4.898, 1.886, -5.379)
H (-3.657, 2.102, -6.674)
H (-5.415, 3.720, -6.335)
H (-2.109, 4.021, -5.422)
C (-3.238, -4.208, 4.875)
C (-3.573, -2.894, 5.619)
O (-2.671, -2.616, 6.723)
O (-1.902, -4.215, 4.298)
H (-3.964, -4.316, 4.069)
H (-3.363, -5.040, 5.567)
H (-4.608, -3.035, 5.933)
H (-3.460, -2.093, 4.889)
H (-3.233, -2.644, 7.500)
H (-1.232, -4.537, 4.905)
C (0.661, -0.346, 0.097)
C (0.411, -1.273, -1.134)
O (-0.563, -2.323, -1.016)
O (0.995, -1.145, 1.187)
H (-0.256, 0.201, 0.315)
H (1.489, 0.328, -0.121)
H (1.410, -1.610, -1.407)
H (0.026, -0.679, -1.963)
H (-0.122, -3.098, -0.659)
H (0.267, -1.754, 1.329)
C (-6.928, -4.950, -2.470)
C (-5.482, -4.758, -2.082)
O (-5.198, -3.541, -1.545)
O (-7.476, -3.692, -2.800)
H (-7.485, -5.463, -1.686)
H (-7.058, -5.571, -3.357)
H (-4.804, -4.956, -2.912)
H (-5.259, -5.535, -1.350)
H (-4.382, -3.625, -1.046)
H (-8.379, -3.788, -3.110)
C (0.735, 2.608, -2.490)
C (-0.585, 2.913, -1.677)
O (-1.449, 1.808, -1.918)
O (0.699, 2.299, -3.841)
H (1.190, 1.761, -1.976)
H (1.420, 3.451, -2.393)
H (-0.968, 3.807, -2.169)
H (-0.586, 3.135, -0.610)
H (-2.385, 1.925, -1.740)
H (-0.177, 2.563, -4.131)
C (1.494, -4.433, 3.567)
C (1.480, -4.779, 5.094)
O (0.265, -5.285, 5.567)
O (1.099, -5.521, 2.825)
H (2.550, -4.200, 3.432)
H (0.811, -3.616, 3.336)
H (1.681, -3.881, 5.678)
H (2.299, -5.430, 5.401)
H (0.157, -6.225, 5.729)
H (1.851, -6.112, 2.736)

DFT (wB97M-V/def2-TZVPD) results for a 2-piece molecular cluster, C3H9NO3 overall.

Summary:
ΔE to the lowest compared entry with this formula, charge and spin: 24.0 kcal per mole
gap between HOMO and LUMO: 0.356 Ha
highest occupied orbital energy: -9.33 eV
LUMO: 0.4 eV
SMILES: NC(=O)CCO.O
total charge: 0

Element x y z (Å)
N (0.000, 0.000, 0.000)
C (1.138, 0.084, -0.657)
O (2.187, -0.253, -0.141)
C (1.075, 0.606, -2.093)
C (1.804, -0.237, -3.136)
O (1.710, 0.360, -4.417)
H (-0.797, 0.233, -0.597)
H (-0.134, -0.124, 1.006)
H (0.047, 0.840, -2.429)
H (1.642, 1.555, -2.059)
H (2.883, -0.404, -2.951)
H (1.299, -1.221, -3.096)
H (2.258, 1.165, -4.305)
O (-0.799, 0.063, 2.686)
H (-0.953, 0.978, 3.013)
H (-1.664, -0.391, 2.803)

DFT (wB97M-V/def2-TZVPD) results for an isolated ion of composition C4H8N3 and charge +1.

Summary:
ΔE to the lowest compared entry with this formula, charge and spin: 127.7 kcal per mole
gap between HOMO and LUMO: 0.311 Ha
highest occupied orbital energy: -14.18 eV
LUMO: -5.7 eV
total charge: +1

Element x y z (Å)
C (-0.649, -0.124, -0.169)
C (0.976, -1.564, 0.149)
C (-2.517, -0.107, -0.039)
C (1.649, 0.671, 0.064)
N (-1.421, -1.133, 0.099)
N (0.703, -0.319, -0.050)
N (-1.458, 0.891, 0.084)
H (2.075, -1.978, 0.297)
H (0.241, -2.257, 0.102)
H (-2.815, -0.089, -1.088)
H (-3.362, -0.219, 0.536)
H (1.438, 1.202, 0.971)
H (2.604, 0.179, 0.388)
H (1.719, 1.256, -0.787)
H (-1.354, 1.751, -0.408)

DFT (wB97M-V/def2-TZVPD) results for C34H42CoNO4 as an isolated structure.

Summary:
ΔE to the lowest compared entry with this formula, charge and spin: 0.0 kcal per mole
gap between HOMO and LUMO (alpha / beta): 0.225 / 0.253 Ha
highest occupied orbital energy (alpha / beta): -3.52 / -4.28 eV
LUMO (alpha / beta): 2.6 / 2.6 eV
multiplicity: 4
total charge: -1

Element x y z (Å)
O (-2.583, 3.011, -2.550)
C (-3.654, 2.917, -3.595)
C (-4.486, 4.017, -2.900)
H (-4.071, 1.895, -3.653)
H (-3.363, 3.299, -4.594)
C (-3.182, 4.284, -2.119)
H (-5.318, 3.625, -2.320)
H (-4.748, 4.922, -3.455)
C (-3.293, 4.453, -0.628)
H (-3.357, 3.510, -0.082)
H (-4.191, 5.021, -0.369)
H (-2.429, 5.040, -0.314)
C (-2.372, 5.408, -2.779)
H (-2.205, 5.225, -3.851)
H (-1.395, 5.444, -2.282)
H (-2.854, 6.389, -2.677)
Co (0.569, 1.068, -0.978)
C (2.448, 1.053, -2.426)
C (2.145, -0.311, -2.628)
C (0.800, -0.435, -3.059)
H (2.863, -1.121, -2.523)
C (0.194, 0.867, -3.028)
C (1.250, 1.826, -2.698)
H (1.144, 2.901, -2.858)
H (3.423, 1.442, -2.132)
H (0.345, -1.353, -3.442)
H (-0.800, 1.144, -3.374)
C (1.933, 1.482, 0.859)
C (1.447, 2.590, 0.047)
C (0.098, 2.882, 0.507)
H (2.061, 3.226, -0.590)
C (-0.145, 2.084, 1.651)
C (0.961, 1.229, 1.857)
H (1.106, 0.558, 2.700)
H (2.916, 1.024, 0.735)
H (-0.543, 3.648, 0.081)
H (-0.979, 2.158, 2.340)
O (-4.687, 0.971, 0.232)
C (-3.233, 0.944, 0.033)
C (-2.834, -0.024, -1.066)
H (-2.775, 0.534, 0.953)
H (-2.789, 1.944, -0.072)
C (-4.181, -0.755, -1.362)
H (-2.114, -0.709, -0.564)
H (-2.386, 0.479, -1.940)
C (-5.078, -0.375, -0.164)
H (-4.055, -1.836, -1.449)
H (-4.617, -0.359, -2.304)
H (-4.882, -1.089, 0.669)
H (-6.149, -0.420, -0.406)
C (1.676, -4.367, 5.207)
C (2.338, -3.163, 4.607)
C (2.540, -2.026, 5.386)
C (3.113, -0.854, 4.868)
C (3.479, -0.835, 3.523)
C (3.263, -1.978, 2.727)
N (3.453, -1.785, 1.362)
C (3.011, -2.574, 0.277)
C (3.950, -3.351, -0.421)
C (3.513, -4.344, -1.287)
C (2.163, -4.373, -1.664)
C (1.278, -3.422, -1.159)
C (1.665, -2.596, -0.108)
C (0.692, -1.659, 0.598)
O (0.444, -1.871, 1.794)
O (0.183, -0.721, -0.149)
C (2.807, -3.192, 3.293)
C (2.804, -4.442, 2.486)
H (0.883, -4.735, 4.549)
H (2.373, -5.199, 5.385)
H (1.234, -4.076, 6.163)
H (2.155, -2.066, 6.403)
H (3.282, 0.022, 5.505)
H (3.904, 0.059, 3.049)
H (4.174, -1.119, 1.100)
H (5.004, -3.225, -0.165)
H (4.239, -5.021, -1.741)
H (1.805, -5.124, -2.364)
H (0.237, -3.365, -1.464)
H (1.933, -4.443, 1.813)
H (3.711, -4.548, 1.879)
H (2.739, -5.331, 3.118)